Version 1
Entry from OMol25: a molecular structure, C4H10O3 (ωB97M-V with the def2-TZVPD basis set).

Its LUMO energy is -4.13 eV. Its charge is 0. The HOMO energy is -0.2737 Eh.

The geometry in XYZ format:
```
17
Properties=species:S:1:pos:R:3:mulliken_charge:R:1
C 1.1502 2.0118 -1.5357 -0.655
C 0.3944 1.2892 -0.6470 0.028
C -0.9904 1.3678 -0.5532 0.137
C -1.6128 0.3226 0.2700 -0.522
O -1.5993 0.5182 1.9389 -0.430
H 0.6309 2.7548 -2.1418 0.249
H 2.2291 1.9799 -1.4953 0.322
H 0.8555 0.7397 0.1600 0.275
H -1.4664 2.2668 -0.9558 0.339
H -2.3530 0.7450 1.2143 0.348
H -2.3172 -0.3735 -0.1816 0.380
H -0.8448 -0.3151 0.7267 0.234
H -0.1698 -2.6102 1.0330 0.290
O -0.0697 -2.2918 0.1366 -0.765
H 0.9670 -1.9885 0.1022 0.426
H 2.6832 -2.3442 -0.7754 0.219
O 2.3469 -1.9148 0.0155 -0.876
```


Version 2
Entry from OMol25: 3 unconnected molecules or ions with the total composition C4H10O3 (ωB97M-V with the def2-TZVPD basis set).

Its LUMO energy is 0.51 eV. As for the SMILES: C=C/C=C/O.O.O. Its charge is 0. The HOMO energy is -0.3062 Eh.

The geometry in XYZ format:
```
17
Properties=species:S:1:pos:R:3:nbo_charge:R:1
C -1.9606 -0.2417 -1.3419 -0.454
C -0.8370 -0.9491 -1.3191 -0.206
C 0.4285 -0.4546 -0.7678 -0.413
C 0.7343 0.8580 -0.9344 0.245
O 1.8902 1.5032 -0.7799 -0.686
H -2.7511 -0.2508 -2.0916 0.207
H -2.1243 0.7314 -0.8507 0.181
H -0.9039 -1.9196 -1.8102 0.216
H 1.3675 -1.0454 -0.8400 0.211
H -0.1683 1.3941 -1.2301 0.157
H 2.2375 1.1532 0.0711 0.511
O 2.0953 0.7217 1.7577 -0.945
H 1.8538 -0.0720 2.2536 0.500
H 2.9696 0.9433 2.0946 0.478
O -1.3497 -0.9073 2.1651 -0.958
H -1.2582 -0.8265 1.2096 0.486
H -2.2237 -0.6378 2.4139 0.470
```


Most favorable first, least favorable last: version 2, version 1